Entry 1:
Entry from the OMol25 dataset: 2 unconnected molecules or ions with the total composition HN2O2S at a distorted geometry (ωB97M-V with the def2-TZVPD basis set).

Cartesian coordinates (Å):
N (-1.257, 1.803, -0.205)
N (-2.831, 0.053, 0.112)
O (-2.218, -0.758, 0.822)
O (-3.750, -0.278, -0.646)
S (-0.140, 1.083, 0.474)
H (-0.281, -0.271, 0.159)

The value obtained for the relative energy (zero: lowest compared OMol25 entry of this formula, charge and spin) is 189.3 kJ/mol. The total energy comes out at -17922.3179 eV. As for the LUMO energy (alpha / beta): 3.717 / 3.715 eV. As for the net charge: -1. The orbital gap (alpha / beta) is 6.5278 / 6.5221 eV.

Entry 2:
Entry from the OMol25 dataset: 2 unconnected molecules or ions with the total composition HN2O4S at a distorted geometry (ωB97M-V with the def2-TZVPD basis set).

Cartesian coordinates (Å):
N (-2.567, 0.618, 0.172)
N (-2.714, 1.341, 0.971)
O (1.835, -1.748, -0.026)
O (-2.449, -0.152, -0.667)
O (0.158, -0.087, 0.098)
O (2.348, 0.569, 0.815)
S (1.540, -0.350, -0.017)
H (1.849, -0.191, -1.347)

The value obtained for the relative energy (zero: lowest compared OMol25 entry of this formula, charge and spin) is 20.6 kJ/mol. The total energy comes out at -22021.1113 eV. As for the LUMO energy: 3.902 eV. As for the net charge: -1. The orbital gap is 8.7577 eV.

Entry 3:
Entry from the OMol25 dataset: 2 unconnected molecules or ions with the total composition HN3O2 at a distorted geometry (ωB97M-V with the def2-TZVPD basis set).

Cartesian coordinates (Å):
O (-0.457, 1.679, -0.834)
N (0.071, 0.636, -0.974)
O (-0.857, -0.382, -1.151)
H (-0.342, -1.176, -0.934)
N (0.201, -0.964, 1.808)
N (1.279, -0.986, 1.569)

The value obtained for the relative energy (zero: lowest compared OMol25 entry of this formula, charge and spin) is 0.0 kJ/mol. The total energy comes out at -8579.5608 eV. As for the LUMO energy: 0.157 eV. As for the SMILES: O=NO.N#N. The orbital gap is 10.8600 eV.

Entry 4:
Entry from the OMol25 dataset: 2 unconnected molecules or ions with the total composition HN3O3 at a distorted geometry (ωB97M-V with the def2-TZVPD basis set).

Cartesian coordinates (Å):
N (-0.437, 0.082, -0.453)
N (0.663, -0.433, 2.887)
N (-0.160, 0.305, -1.631)
O (-0.230, -0.992, 3.701)
O (0.980, 0.432, -2.101)
O (-1.171, 0.365, -2.440)
H (0.355, 0.241, 0.037)

The value obtained for the relative energy (zero: lowest compared OMol25 entry of this formula, charge and spin) is 19.0 kJ/mol. The total energy comes out at -10621.1353 eV. As for the LUMO energy (alpha / beta): 7.446 / 7.445 eV. As for the net charge: -2. The orbital gap (alpha / beta) is 5.2613 / 5.2724 eV.

Entry 5:
Entry from the OMol25 dataset: a single HN3O3S molecule at a distorted geometry (ωB97M-V with the def2-TZVPD basis set).

Cartesian coordinates (Å):
H (-0.883, 0.917, -2.411)
N (-0.556, 0.277, -1.684)
N (-1.148, 0.471, -0.616)
O (-2.032, 1.235, -0.328)
O (-0.736, -0.315, 0.431)
S (0.810, -1.176, 0.645)
N (1.991, -1.008, 1.558)
O (2.553, -0.400, 2.405)

The value obtained for the relative energy (zero: lowest compared OMol25 entry of this formula, charge and spin) is 85.3 kJ/mol. The total energy comes out at -21456.8155 eV. As for the LUMO energy: -1.103 eV. As for the SMILES: [H]/N=[N+](\[O-])OSN=O. The orbital gap is 9.3284 eV.

Entry 6:
Entry from the OMol25 dataset: a single HN3P2 molecule at a distorted geometry (ωB97M-V with the def2-TZVPD basis set).

Cartesian coordinates (Å):
N (-0.771, -1.250, 0.053)
N (0.536, -0.934, 0.019)
P (0.798, 0.619, 0.001)
P (-1.171, 1.313, 0.040)
N (-1.597, -0.312, -0.070)
H (2.207, 0.564, -0.042)

The value obtained for the relative energy (zero: lowest compared OMol25 entry of this formula, charge and spin) is 144.6 kJ/mol. The total energy comes out at -23060.8503 eV. As for the LUMO energy: -0.632 eV. As for the SMILES: N1=N[PH]#P=N1. The orbital gap is 8.9974 eV.

Entry 7:
Entry from the OMol25 dataset: a single HNO2S molecule at a distorted geometry (ωB97M-V with the def2-TZVPD basis set).

Cartesian coordinates (Å):
N (0.085, 0.631, -0.079)
O (-2.295, 0.501, -0.024)
O (1.219, -0.587, -0.027)
S (-1.138, -0.263, 0.184)
H (2.130, -0.282, -0.054)

The value obtained for the relative energy (zero: lowest compared OMol25 entry of this formula, charge and spin) is 182.4 kJ/mol. The total energy comes out at -16432.7105 eV. As for the LUMO energy: -0.890 eV. The orbital gap is 9.7889 eV.

Entry 8:
Entry from the OMol25 dataset: 2 unconnected molecules or ions with the total composition HNO2S2 at a distorted geometry (ωB97M-V with the def2-TZVPD basis set).

Cartesian coordinates (Å):
N (-1.348, -0.429, -0.058)
O (-0.906, -1.180, 0.727)
O (-2.332, -0.275, -0.671)
S (1.774, 0.675, 0.686)
S (0.318, 1.276, -0.499)
H (2.494, -0.067, -0.186)

The value obtained for the relative energy (zero: lowest compared OMol25 entry of this formula, charge and spin) is 151.3 kJ/mol. The total energy comes out at -27267.7472 eV. As for the LUMO energy (alpha / beta): -1.593 / -1.262 eV. The orbital gap (alpha / beta) is 7.9411 / 7.8506 eV.

Entry 9:
Entry from the OMol25 dataset: a single HNO2S4 molecule at a distorted geometry (ωB97M-V with the def2-TZVPD basis set).

Cartesian coordinates (Å):
N (0.872, -0.504, -0.375)
O (0.008, 1.818, -1.091)
O (1.638, 1.475, 0.761)
S (-0.246, -1.357, -1.229)
S (-1.639, -1.666, 0.505)
S (-2.230, 0.146, 0.898)
S (0.430, 1.107, 0.084)
H (1.168, -1.018, 0.447)

The value obtained for the relative energy (zero: lowest compared OMol25 entry of this formula, charge and spin) is 88.8 kJ/mol. The total energy comes out at -48939.8514 eV. As for the LUMO energy (alpha / beta): -2.535 / -2.653 eV. The orbital gap (alpha / beta) is 7.0404 / 6.4207 eV.

Entry 10:
Entry from the OMol25 dataset: a single HNO3P2 molecule at a distorted geometry (ωB97M-V with the def2-TZVPD basis set).

Cartesian coordinates (Å):
N (-0.857, 0.577, 0.898)
O (-1.527, 1.511, 0.744)
O (0.414, -1.652, 0.578)
O (-1.170, -0.871, -1.399)
P (-0.237, -0.698, -0.273)
P (1.556, 0.519, -0.920)
H (1.821, 0.613, 0.372)

The value obtained for the relative energy (zero: lowest compared OMol25 entry of this formula, charge and spin) is 65.8 kJ/mol. The total energy comes out at -26222.2638 eV. As for the LUMO energy (alpha / beta): -3.377 / -3.173 eV. The orbital gap (alpha / beta) is 6.7221 / 6.5635 eV.

Entry 11:
Entry from the OMol25 dataset: a single HNO3S molecule at a distorted geometry (ωB97M-V with the def2-TZVPD basis set).

Cartesian coordinates (Å):
N (1.077, -0.349, 0.209)
O (0.862, -0.232, 1.337)
O (2.042, -0.580, -0.455)
O (-0.196, 0.161, -0.716)
S (-1.421, 0.868, 0.110)
H (-2.365, 0.132, -0.485)

The value obtained for the relative energy (zero: lowest compared OMol25 entry of this formula, charge and spin) is 183.3 kJ/mol. The total energy comes out at -18478.7642 eV. As for the LUMO energy (alpha / beta): -0.371 / -0.371 eV. The orbital gap (alpha / beta) is 9.2084 / 9.2089 eV.

Entry 12:
Entry from the OMol25 dataset: a single HNO5 molecule at a distorted geometry (ωB97M-V with the def2-TZVPD basis set).

Cartesian coordinates (Å):
N (-2.646, -0.499, 1.718)
O (-1.790, 0.495, 0.943)
O (-3.742, -0.100, 1.686)
O (-0.444, 0.358, 1.077)
O (-2.122, -1.436, 2.181)
O (0.083, -0.364, 0.015)
H (0.657, 0.211, -0.503)

The value obtained for the relative energy (zero: lowest compared OMol25 entry of this formula, charge and spin) is 0.0 kJ/mol. The total energy comes out at -11729.5839 eV. As for the LUMO energy (alpha / beta): 0.820 / -4.526 eV. Its multiplicity is 3. Its expectation value of S² is 2.009. The orbital gap (alpha / beta) is 8.8283 / 6.3607 eV.

Entry 13:
Entry from the OMol25 dataset: 2 unconnected molecules or ions with the total composition HNOS2 at a distorted geometry (ωB97M-V with the def2-TZVPD basis set).

Cartesian coordinates (Å):
N (0.139, -0.722, 0.158)
O (2.453, -0.898, -0.221)
S (-1.978, 0.577, -0.201)
S (1.269, -0.148, -0.587)
H (-1.884, 1.192, 0.850)

The value obtained for the relative energy (zero: lowest compared OMol25 entry of this formula, charge and spin) is 195.7 kJ/mol. The total energy comes out at -25219.8645 eV. As for the LUMO energy (alpha / beta): -3.042 / -3.051 eV. The orbital gap (alpha / beta) is 7.4849 / 7.5595 eV.

Entry 14:
Entry from the OMol25 dataset: a single HO2P molecule at a distorted geometry (ωB97M-V with the def2-TZVPD basis set).

Cartesian coordinates (Å):
O (0.658, 0.237, 0.123)
O (1.996, 0.315, -0.019)
P (-1.060, -0.966, 0.023)
H (-1.594, 0.414, -0.127)

The value obtained for the relative energy (zero: lowest compared OMol25 entry of this formula, charge and spin) is 760.2 kJ/mol. The total energy comes out at -13392.3390 eV. As for the LUMO energy (alpha / beta): -2.508 / -2.448 eV. The orbital gap (alpha / beta) is 6.2837 / 6.4719 eV.

Entry 15:
Entry from the OMol25 dataset: 2 unconnected molecules or ions with the total composition HO2S2 at a distorted geometry (ωB97M-V with the def2-TZVPD basis set).

Cartesian coordinates (Å):
O (-0.803, 1.733, -0.365)
O (-0.377, 0.256, 1.508)
S (-1.463, -1.147, -0.856)
S (-0.323, 0.414, 0.058)
H (2.966, -1.256, -0.344)

The value obtained for the relative energy (zero: lowest compared OMol25 entry of this formula, charge and spin) is 286.2 kJ/mol. The total energy comes out at -25779.6552 eV. As for the LUMO energy (alpha / beta): 3.533 / 2.746 eV. As for the net charge: -1. The orbital gap (alpha / beta) is 7.5031 / 6.7073 eV.

Entry 16:
Entry from the OMol25 dataset: 2 unconnected molecules or ions with the total composition HO2S2 at a distorted geometry (ωB97M-V with the def2-TZVPD basis set).

Cartesian coordinates (Å):
O (2.802, 1.287, 1.236)
O (2.724, 1.244, -1.273)
S (3.570, -1.255, 0.004)
S (2.570, 0.550, 0.020)
H (-0.360, -0.717, -0.551)

The value obtained for the relative energy (zero: lowest compared OMol25 entry of this formula, charge and spin) is 272.2 kJ/mol. The total energy comes out at -25779.8010 eV. As for the LUMO energy (alpha / beta): 3.225 / 2.958 eV. As for the net charge: -1. The orbital gap (alpha / beta) is 7.2475 / 6.4985 eV.

Entry 17:
Entry from the OMol25 dataset: 2 unconnected molecules or ions with the total composition HO2S2 at a distorted geometry (ωB97M-V with the def2-TZVPD basis set).

Cartesian coordinates (Å):
O (-0.698, -1.187, 0.303)
O (3.912, -1.499, 0.249)
S (4.097, 1.270, -0.216)
S (2.973, -0.311, 0.127)
H (-1.062, -0.240, 0.326)

The value obtained for the relative energy (zero: lowest compared OMol25 entry of this formula, charge and spin) is 249.9 kJ/mol. The total energy comes out at -25780.0320 eV. As for the LUMO energy (alpha / beta): 1.194 / 0.963 eV. As for the net charge: -1. The orbital gap (alpha / beta) is 4.1390 / 3.3959 eV.

Entry 18:
Entry from the OMol25 dataset: 2 unconnected molecules or ions with the total composition HO3PS2 at a distorted geometry (ωB97M-V with the def2-TZVPD basis set).

Cartesian coordinates (Å):
O (-0.821, -0.945, 0.476)
O (-2.959, -1.871, -0.202)
O (2.026, 0.315, -0.425)
P (1.194, 1.194, 0.672)
S (0.156, 2.434, -0.375)
S (-2.122, -0.715, -0.097)
H (2.527, -0.412, -0.050)

The value obtained for the relative energy (zero: lowest compared OMol25 entry of this formula, charge and spin) is 95.6 kJ/mol. The total energy comes out at -37118.1487 eV. As for the LUMO energy: -1.358 eV. The orbital gap is 8.0139 eV.

Entry 19:
Entry from the OMol25 dataset: a molecular structure, HO3S3 at a distorted geometry (ωB97M-V with the def2-TZVPD basis set).

Cartesian coordinates (Å):
O (-2.945, 0.891, -1.227)
O (-2.947, 0.899, 1.220)
O (-4.288, -0.734, 0.000)
S (-0.409, 0.546, 0.010)
S (-1.469, -1.198, 0.006)
S (-3.146, 0.151, -0.001)
H (0.799, -0.051, 0.000)

The value obtained for the relative energy (zero: lowest compared OMol25 entry of this formula, charge and spin) is 35.3 kJ/mol. The total energy comes out at -38666.1518 eV. As for the LUMO energy: 3.183 eV. As for the net charge: -1. The orbital gap is 7.3570 eV.

Entry 20:
Entry from the OMol25 dataset: a molecular structure, HO3SYb at a distorted geometry (ωB97M-V with the def2-TZVPD basis set).

Cartesian coordinates (Å):
S (-1.043, -0.467, 0.404)
O (-2.033, 0.428, -0.148)
O (0.347, 0.261, 0.566)
Yb (1.943, 0.158, -1.148)
O (-0.689, -1.666, -0.378)
H (1.475, 1.288, 0.704)

The value obtained for the relative energy (zero: lowest compared OMol25 entry of this formula, charge and spin) is 415.4 kJ/mol. The total energy comes out at -48498.2877 eV. As for the LUMO energy (alpha / beta): -13.277 / -13.133 eV. Its multiplicity is 2. Its expectation value of S² is 0.812. As for the net charge: +2. The orbital gap (alpha / beta) is 6.6627 / 7.7134 eV.